No. 1
19
Properties=species:S:1:pos:R:3:lowdin_charge:R:1 method="wB97M-V/def2-TZVPD" total_charge=0 spin_multiplicity=1 e_tot_ha=-402.29575 e_lumo_ev=0.89 homo_lumo_gap_ha=0.35751
H -1.95939 -1.26644 -2.07915 0.0584
N -1.68420 -0.44691 -1.53050 0.1250
C -0.57753 -0.56900 -0.93065 -0.2871
C 0.23111 -1.83651 -0.87794 -0.0406
C -0.17974 0.68677 0.21541 -0.5840
C -1.46590 1.39282 0.59463 -0.0077
O 0.68510 1.44836 -0.55162 0.0003
O 0.41877 0.18662 1.34934 -0.1034
C 1.84388 0.17331 1.39761 -0.0638
H 0.38034 -2.14424 0.15654 0.0807
H -0.26419 -2.65227 -1.40762 0.0750
H 1.21316 -1.66054 -1.31755 0.0807
H -2.07161 1.54732 -0.29540 0.0679
H -2.02243 0.77777 1.29638 0.0921
H -1.21373 2.35232 1.04765 0.0928
H 0.06865 1.51172 -1.35686 0.1467
H 2.08580 -0.24931 2.37028 0.0941
H 2.25115 1.18226 1.32710 0.0913
H 2.26077 -0.43406 0.59233 0.0815

---

No. 2
71
Properties=species:S:1:pos:R:3:lowdin_charge:R:1 method="wB97M-V/def2-TZVPD" total_charge=0 spin_multiplicity=1 e_tot_ha=-1592.06047 e_lumo_ev=-1.22 homo_lumo_gap_ha=0.21888
C -6.01096 2.26645 0.68571 -0.1645
C -6.11844 0.95479 1.45269 -0.1599
N -4.94950 0.11523 1.30425 -0.0536
C -5.15811 -1.24630 1.75563 -0.1576
C -4.07258 -2.18758 1.26497 -0.1578
C -2.68781 -1.64433 1.59523 -0.1341
C -2.54857 -0.20849 1.20998 -0.1231
C -3.70088 0.62333 1.09883 -0.0662
C -3.51506 1.99597 0.75651 -0.1406
C -2.28894 2.41865 0.28777 0.0523
C -1.11300 1.60754 0.39546 -0.1962
C 0.12136 2.11741 -0.03882 0.0863
C 1.41899 1.61653 0.25620 -0.1817
C 2.52297 2.48828 0.51767 0.0292
C 3.74675 2.01004 0.95089 -0.1431
C 4.00321 0.60747 0.92451 -0.0912
N 5.25582 0.12276 1.15246 -0.0825
C 6.38333 1.02688 1.20457 -0.1626
C 6.04763 2.29495 1.97969 -0.1663
C 4.79393 2.97040 1.42452 -0.1525
C 5.58642 -1.23773 0.77818 -0.1601
C 4.48632 -2.19302 1.19583 -0.1646
C 3.13471 -1.76805 0.62948 -0.1381
C 2.94441 -0.28617 0.60719 -0.1161
C 1.70858 0.23357 0.27870 0.0231
C -1.29478 0.31920 0.98655 0.0500
C -4.66395 2.93471 0.93750 -0.1455
H -6.14576 2.07531 -0.38604 0.1246
H -6.81976 2.93165 0.99921 0.1145
H -6.29583 1.15517 2.52659 0.1353
H -6.98761 0.38453 1.09734 0.1240
H -5.21697 -1.26581 2.85824 0.1354
H -6.14033 -1.57062 1.38902 0.1232
H -4.19752 -3.16553 1.73142 0.1158
H -4.16092 -2.32381 0.18019 0.1282
H -2.50295 -1.74743 2.67630 0.1291
H -1.90994 -2.21916 1.07505 0.1132
H -2.18846 3.40948 -0.16298 0.1302
H 0.07252 3.09677 -0.51801 0.1329
H 2.37414 3.56399 0.41824 0.1254
H 7.20686 0.48236 1.67962 0.1205
H 6.70856 1.29544 0.18198 0.1375
H 5.90370 2.06172 3.04290 0.1191
H 6.89716 2.98064 1.91033 0.1123
H 5.07558 3.61266 0.57751 0.1227
H 4.36975 3.64032 2.18653 0.1218
H 5.75915 -1.30248 -0.31074 0.1390
H 6.52929 -1.48638 1.27065 0.1186
H 4.73380 -3.19874 0.85547 0.1137
H 4.41460 -2.22155 2.28669 0.1184
H 3.01416 -2.15669 -0.39336 0.1284
H 2.31964 -2.23086 1.20424 0.1259
H 0.94747 -0.46433 -0.03903 0.0652
H -0.43687 -0.29278 1.23628 0.1176
H -4.52821 3.79427 0.27769 0.1184
H -4.66448 3.31295 1.97438 0.1297
C -0.19055 -3.64183 -4.97583 -0.0855
C 0.06665 -3.44122 -3.61120 -0.0157
C -0.32520 -2.22928 -3.04946 -0.1138
C -0.85438 -1.20513 -3.80537 -0.1045
C -1.10079 -1.37475 -5.16689 -0.0117
C -0.81176 -2.62783 -5.73962 -0.0831
C -0.96817 -0.00217 -2.90904 -0.4330
O -1.32437 1.12129 -3.25559 0.0304
N -0.56915 -0.40413 -1.64342 0.1303
C -0.24309 -1.73829 -1.64445 -0.4444
O 0.06602 -2.43053 -0.65540 -0.0061
H 0.09213 -4.58331 -5.45190 0.0954
H 0.56129 -4.18179 -2.98060 0.1124
H -1.50803 -0.54754 -5.74226 0.1113
H -1.05318 -2.81707 -6.78686 0.0947

---

No. 3
16
Properties=species:S:1:pos:R:3:lowdin_charge:R:1 method="wB97M-V/def2-TZVPD" total_charge=0 spin_multiplicity=1 e_tot_ha=-400.09497 e_lumo_ev=0.89 homo_lumo_gap_ha=0.38196 smiles="COC=O.CON"
C 0.64418 -2.01294 0.04874 -0.0739
O -0.18339 -1.41751 1.04623 -0.0949
C -1.44230 -1.08686 0.60890 -0.3304
O -1.88367 -1.26629 -0.51685 0.0418
H 0.88137 -1.28690 -0.73545 0.0855
H 0.19296 -2.90109 -0.40172 0.0942
H 1.57582 -2.32073 0.53204 0.0934
H -2.04548 -0.78206 1.47765 0.1473
C 1.18827 1.64448 0.29302 -0.0752
O -0.25821 1.35036 0.21685 -0.3101
N -0.78313 1.88947 -1.02379 0.0342
H 1.29617 2.73092 0.31658 0.0757
H 1.62143 1.20731 1.19475 0.0830
H 1.67918 1.22789 -0.59054 0.0728
H -0.70038 1.08726 -1.65385 0.0722
H -1.78282 1.93671 -0.81254 0.0844

---

No. 4
20
Properties=species:S:1:pos:R:3:lowdin_charge:R:1 method="wB97M-V/def2-TZVPD" total_charge=0 spin_multiplicity=1 e_tot_ha=-908.70709 e_lumo_ev="-0.35 / -0.50" homo_lumo_gap_ha="0.28670 / 0.25794"
C -1.88339 -0.96475 -0.51150 -0.3935
C -1.79566 0.48494 0.03622 -0.3563
C 0.62902 0.29491 0.27129 -0.5015
C -0.50384 2.31511 0.95104 -0.0498
C 2.51556 -1.71472 0.57611 -0.3355
N -0.91742 -1.21287 -1.48335 -0.1011
N 0.11858 -0.48610 -1.87852 0.0002
N -0.54793 0.99923 0.32843 -0.1602
O -2.77888 -1.74086 -0.17395 0.0710
O -2.80338 1.15794 0.07185 0.1118
S 0.85112 -1.16062 1.07476 0.9490
H 1.42702 0.99860 0.08518 0.1026
H -0.32437 3.16962 0.18798 0.1217
H -1.55526 2.72020 1.30503 0.1271
H 0.02294 2.45300 1.86348 0.0708
H 3.28710 -1.76860 1.39522 0.0625
H 2.77443 -1.03574 -0.12939 -0.0226
H 2.40891 -2.74964 0.09474 0.0731
H -0.85414 -2.21298 -1.88979 0.1867
H -0.07040 0.45334 -2.17483 0.0442

---

No. 5
15
Properties=species:S:1:pos:R:3:lowdin_charge:R:1 method="wB97M-V/def2-TZVPD" total_charge=0 spin_multiplicity=1 e_tot_ha=-250.55751 e_lumo_ev=1.06 homo_lumo_gap_ha=0.39341 smiles=C#CCCCN
C -1.90205 1.72273 -0.56925 0.0892
C -1.59443 0.60831 -0.43587 -0.1397
C -1.02640 -0.78370 -0.28194 -0.2138
C -0.06631 -0.75052 0.92822 -0.2096
C 1.13404 0.08380 0.53769 -0.3406
N 1.46862 -0.12025 -0.84937 -0.0167
H -2.18860 2.73578 -0.45296 0.0244
H -1.78197 -1.48805 0.02966 0.0962
H -0.60901 -1.20236 -1.17360 0.0913
H -0.62643 -0.51882 1.87432 0.1309
H 0.52047 -1.72168 0.95196 0.1223
H 1.00951 1.11627 0.91527 0.1129
H 1.95470 -0.40053 1.05944 0.0989
H 2.48571 0.10820 -1.06683 0.1056
H 1.22214 0.61082 -1.46674 0.0486

---

No. 6
96
Properties=species:S:1:pos:R:3:lowdin_charge:R:1 method="wB97M-V/def2-TZVPD" total_charge=+1 spin_multiplicity=1 e_tot_ha=-8010.94205 e_lumo_ev=-2.62 homo_lumo_gap_ha=0.27624
Ta -0.29590 0.56063 0.71673 1.9371
C -2.53950 -1.33927 2.53123 -0.1052
N -2.70800 -0.59937 1.29103 -0.1015
C -3.25420 -1.28437 0.12743 -0.0998
C -2.35350 -1.11887 -1.06437 -0.2945
N -1.47850 -0.14427 -1.20077 0.0441
C -0.79020 -0.40437 -2.37667 -0.2231
C 0.30850 0.22613 -2.94957 0.0005
C 0.86330 -0.34937 -4.07257 -0.0509
C 0.32530 -1.49697 -4.65727 -0.0650
C -0.79100 -2.11527 -4.12837 0.0014
C -1.32250 -1.56537 -2.96937 -0.1768
N -2.32990 -1.97337 -2.11047 0.2008
C -1.13940 -1.30807 3.08583 -0.2847
N -0.14550 -0.52177 2.72733 0.0422
C 0.93370 -0.84187 3.52893 -0.1879
C 2.22950 -0.33457 3.57493 -0.0066
C 3.08900 -0.89077 4.50193 -0.0630
C 2.68570 -1.91407 5.36583 -0.0699
C 1.39990 -2.41677 5.34443 -0.0072
C 0.53590 -1.86487 4.41253 -0.1714
N -0.78190 -2.12267 4.10003 0.1924
H -2.80290 -2.39227 2.38103 0.1339
H -3.20150 -0.92767 3.30773 0.1374
H -3.19550 0.27023 1.46683 0.0412
H -4.24690 -0.88867 -0.13247 0.1422
H -3.34660 -2.35947 0.31453 0.1318
H 0.73860 1.10693 -2.50487 0.0933
H 1.75290 0.08663 -4.49847 0.1137
H 0.80370 -1.91917 -5.52647 0.1105
H -1.21760 -2.98927 -4.59527 0.1182
H -2.91990 -2.78147 -2.22847 0.1793
H 2.55260 0.44983 2.90753 0.0567
H 4.10560 -0.53397 4.56093 0.1096
H 3.39670 -2.32947 6.06263 0.1093
H 1.07540 -3.20017 6.01143 0.1148
H -1.36010 -2.82227 4.53703 0.1791
C -2.31320 3.24793 -1.31737 -0.0087
C -0.85600 3.53913 -1.43617 -0.2900
C -0.39390 4.68853 -2.10767 0.0148
C 0.94800 4.92783 -2.22177 0.0023
C 1.86500 4.04843 -1.61387 -0.1820
C 3.27000 4.18673 -1.63567 -0.6036
Br 4.07530 5.59423 -2.63137 0.7990
C 4.07390 3.33323 -0.92267 -0.1525
C 3.50870 2.32553 -0.14107 -0.5755
Br 4.60920 1.23013 0.93223 0.8409
C 2.13690 2.10163 -0.09267 -0.4044
O 1.58590 1.20363 0.66953 -0.2701
C 1.31330 2.95903 -0.89017 -0.1886
N -0.01110 2.70333 -0.86927 0.0927
H -2.89890 3.90943 -1.94957 0.0875
H -2.60570 3.38483 -0.27697 0.0697
H -2.50540 2.21063 -1.58307 0.0650
H -1.10770 5.37073 -2.53657 0.1184
H 1.31850 5.79103 -2.75357 0.0879
H 5.14540 3.45883 -0.93307 0.1027
C 0.72160 3.64583 2.57573 -0.0239
C -0.74690 3.83543 2.80443 -0.1945
C -1.17980 4.94013 3.51283 -0.0461
C -2.52210 5.15353 3.77033 -0.0659
C -3.44570 4.22913 3.32153 -0.0558
C -3.06030 3.11613 2.59373 -0.2131
C -4.14080 2.17123 2.14143 -0.0446
C -1.68710 2.89183 2.29693 -0.2889
N -1.25410 1.84293 1.58043 -0.1411
H 1.28970 4.35553 3.17413 0.0884
H 0.96290 3.80133 1.52403 0.0721
H 1.02580 2.63353 2.84483 0.0676
H -0.45040 5.65223 3.86803 0.1127
H -2.84260 6.02643 4.31383 0.1065
H -4.49390 4.37863 3.53613 0.1111
H -5.11200 2.65103 2.24133 0.0876
H -4.16260 1.28873 2.78483 0.0782
H -4.00270 1.88733 1.09763 0.0657
C 0.46280 -6.11227 -2.26077 -0.0316
C 1.35210 -5.18987 -3.04397 -0.2010
C 1.57070 -5.45257 -4.38957 -0.0707
C 2.47400 -4.70697 -5.12627 -0.6811
Cl 2.73750 -5.08777 -6.79177 0.6787
C 3.19130 -3.67947 -4.53357 -0.1077
C 2.95440 -3.38257 -3.20637 0.0060
C 2.03710 -4.11707 -2.46077 -0.2276
O 1.90190 -3.75827 -1.13937 -0.0132
C 0.60540 -3.58397 -0.64447 -0.1032
C 0.33360 -2.19247 -0.06557 -0.6078
O 1.00900 -1.19237 -0.34797 -0.0369
O -0.69030 -2.12777 0.65043 -0.0666
H 0.44980 -7.09267 -2.72737 0.0858
H -0.56500 -5.75267 -2.22287 0.0784
H 0.82830 -6.21997 -1.24377 0.0853
H 1.05490 -6.27407 -4.86187 0.1135
H 3.92490 -3.12527 -5.09787 0.1093
H 3.49500 -2.59337 -2.70587 0.1284
H 0.38740 -4.32277 0.14003 0.1404
H -0.14710 -3.70147 -1.43437 0.1181